A structure of composition C11H13N2O6Zn at a distorted geometry. Source: OMol25; level of theory: ωB97M-V with the def2-TZVPD basis set.

```
33
C11H13N2O6Zn (ωB97M-V with the def2-TZVPD basis set)
O 0.3071 2.8423 -2.9581
C 0.2770 3.9731 -3.2613
Zn 0.2141 -0.9296 -2.2530
C 0.1652 -3.3126 -2.4468
O 0.1120 -4.4640 -2.7591
C 1.3021 0.4279 -4.2301
O 1.0280 0.7014 -5.3904
C 1.9922 0.3378 -2.9665
O 3.0295 0.9289 -2.6889
C -1.8349 0.2262 -2.0649
O -2.6707 1.0130 -2.0048
H -1.0033 -1.9882 -2.9937
C -1.8228 -1.8008 0.7617
N -0.9162 -0.8969 1.4603
C -1.4584 -0.2229 2.6344
C -0.3438 0.3302 3.4723
C 0.5131 1.2056 2.6064
N 0.9491 0.4774 1.4217
C 2.0523 1.0773 0.6928
C 0.1621 -0.4240 0.7996
O 0.4607 -0.8410 -0.3792
H -1.2900 -2.7105 0.4513
H -2.2678 -1.3149 -0.1218
H -2.6179 -2.0688 1.4667
H -2.1428 0.5888 2.3352
H -2.0527 -0.9502 3.1892
H 0.2455 -0.4813 3.9059
H -0.7556 0.9126 4.3005
H 1.4009 1.5452 3.1429
H -0.0527 2.1094 2.3230
H 1.7016 1.7555 -0.0993
H 2.6448 1.6568 1.4106
H 2.6724 0.2965 0.2435
```

Largest force on an atom   10.3 eV/Å
Net charge   +1
Calculated total energy   -75287.926 eV
E_HOMO (spin up / spin down)   -11.624 / -11.627 eV
Frontier orbital gap (spin up / spin down)   5.161 / 5.169 eV
ΔE to the lowest compared entry with this formula, charge and spin   99.5 kcal/mol

Atom charges from the Mulliken analysis, given in e for atoms 1 to 6:
1 O -0.0417
2 C 0.0123
3 Zn 0.7810
4 C 0.3000
5 O -0.3112
6 C 0.6372